[1]
This record from the Open Molecules 2025 dataset describes the ion C5H8N5 with charge +1. The level of theory is the ωB97M-V functional and the def2-TZVPD basis.

Geometry as XYZ:
```
18
Properties=species:S:1:pos:R:3:forces:R:3
N 0.2861 1.7622 -1.3623 3.1 -1.3 1.5
C 0.7144 1.0019 -0.5661 -0.9 0.0 0.1
C 1.7187 0.2513 0.1834 0.2 -0.7 -1.7
N 2.4996 0.9366 1.0290 0.3 5.4 -0.4
N 1.9263 -0.9957 -0.0960 0.5 1.8 0.2
C 1.0016 -1.8408 -0.5227 -1.5 -0.3 0.6
C -0.3432 -1.6838 -0.2919 2.1 -0.1 -1.6
N -0.9092 -0.4975 -0.2584 -0.3 1.5 1.3
C -2.1794 -0.3955 0.0158 0.5 1.9 0.5
N -2.5916 0.7805 0.5753 3.1 -0.9 -0.3
H -0.5111 2.1936 -1.6866 -2.0 0.8 -0.8
H 2.6123 2.0077 0.7297 -0.2 -3.2 1.2
H 3.3398 0.5969 1.4602 0.0 -0.8 -0.2
H 1.3942 -2.7873 -0.7119 0.3 -1.6 -0.3
H -0.9083 -2.5066 -0.0409 -1.2 -2.1 0.2
H -2.7691 -1.2572 -0.2617 -1.0 0.3 0.2
H -3.4793 1.0921 0.8321 -1.7 -0.1 0.1
H -1.8018 1.3416 0.9733 -1.2 -0.8 -0.6
```
Positions in Å, forces in eV/Å.

Orbital gap (alpha / beta)   6.8 / 6.8 eV
Charge   +1
Electronic energy   -12755.258 eV
Maximum force   5.5 eV Å⁻¹
SMILES   [NH+]#C\C(N)=N/C=C\N=C\N
LUMO (alpha / beta)   -4.661 / -4.661 eV
Highest occupied orbital energy (alpha / beta)   -11.51 / -11.51 eV

[2]
This record from the Open Molecules 2025 dataset describes a cluster of 2 separate species, C2H3BrO in total. The level of theory is the ωB97M-V functional and the def2-TZVPD basis.

Geometry as XYZ:
```
7
Properties=species:S:1:pos:R:3:forces:R:3
C 0.2953 -1.7826 0.8398 1.3 -0.6 1.3
C -0.6967 -1.2534 0.4899 -1.8 1.2 -0.7
O -0.7624 2.1938 -0.3859 -1.8 0.8 2.1
Br 0.1603 1.6818 -1.6163 2.1 -0.8 -1.9
H 1.0190 -2.0730 1.5480 0.7 -0.5 -0.2
H 1.5510 1.9151 -1.1693 -0.3 -0.1 -0.2
H -1.5664 -0.6817 0.2938 -0.2 0.0 -0.4
```
Positions in Å, forces in eV/Å.

Orbital gap   9.5 eV
Charge   0
Electronic energy   -74205.915 eV
Maximum force   2.9 eV Å⁻¹
LUMO   0.240 eV
Highest occupied orbital energy   -9.29 eV

[3]
This record from the Open Molecules 2025 dataset describes a structure of composition C5H12NS. The level of theory is the ωB97M-V functional and the def2-TZVPD basis.

Geometry as XYZ:
```
19
Properties=species:S:1:pos:R:3:forces:R:3
C 1.4222 0.9153 0.3080 5.2 0.1 3.5
N 0.6694 -0.0589 -0.4561 -3.1 4.8 -0.5
C -0.4418 0.7084 -0.4698 -0.3 -3.9 -1.8
C -1.2845 1.2047 0.7216 0.8 0.0 -1.2
S -3.1266 1.0993 0.6011 1.5 0.1 -0.3
C -1.9387 -2.2967 -0.9967 0.3 0.3 0.3
C 2.9417 0.3510 0.5363 -2.2 0.6 -2.0
H 1.6352 1.9580 -0.0393 -0.8 -0.8 -0.8
H 1.1523 1.1228 1.3588 -0.7 -0.5 -0.2
H -1.1157 -3.0139 -0.9272 0.6 0.9 -0.4
H -0.9749 0.7459 -1.4125 -0.6 -0.3 -0.3
H -0.9499 0.4626 1.4331 -0.1 0.5 1.2
H -0.9430 2.2323 0.8601 -0.5 0.1 1.0
H -2.0505 -1.7096 -1.9044 -0.1 -1.1 -0.9
H -1.8215 -1.4028 -0.3746 0.0 -0.9 1.0
H -2.7410 -2.9763 -0.7397 -0.9 0.7 0.0
H 2.7261 -0.6923 0.7510 0.7 0.0 0.9
H 3.3773 0.3266 -0.4889 0.2 0.3 0.9
H 3.4639 1.0236 1.2390 0.0 -0.9 -0.3
```
Positions in Å, forces in eV/Å.

Orbital gap (alpha / beta)   9.0 / 6.4 eV
Charge   0
2S+1   2
⟨S²⟩   0.753
Electronic energy   -17699.687 eV
Maximum force   6.3 eV Å⁻¹
LUMO (alpha / beta)   0.051 / -2.482 eV
Highest occupied orbital energy (alpha / beta)   -8.91 / -8.90 eV